(1)
Entry from OMol25: 2 unconnected molecules or ions with the total composition C30H27NO2 (ωB97M-V with the def2-TZVPD basis set).

Cartesian coordinates (Å):
C (3.8584, -2.9946, 2.6158)
C (2.7954, -3.1859, 3.4810)
C (1.7791, -2.2593, 3.5516)
C (1.8085, -1.0955, 2.7658)
C (0.7298, -0.0968, 2.8054)
C (-0.6061, -0.5422, 2.8336)
C (-1.6950, 0.2729, 2.9451)
C (-3.0602, -0.1687, 2.9073)
C (-4.1014, 0.7679, 2.9779)
C (-5.4160, 0.3697, 2.9065)
C (-5.7354, -0.9672, 2.7639)
C (-4.7268, -1.9087, 2.7129)
C (-3.4095, -1.5233, 2.7844)
C (1.0680, 1.3381, 2.8116)
C (0.4843, 2.2603, 1.9266)
C (0.8311, 3.5910, 1.9668)
C (1.7642, 4.0418, 2.8824)
C (2.3554, 3.1508, 3.7585)
C (2.0235, 1.8185, 3.7194)
C (2.9090, -0.9123, 1.9153)
C (3.9060, -1.8569, 1.8308)
H (4.6392, -3.7372, 2.5447)
H (2.7640, -4.0644, 4.1059)
H (0.9630, -2.4065, 4.2375)
H (-0.7583, -1.6020, 2.7464)
H (-1.5261, 1.3300, 3.0486)
H (-3.8568, 1.8103, 3.0961)
H (-6.1995, 1.1039, 2.9787)
H (-6.7654, -1.2752, 2.7042)
H (-4.9723, -2.9542, 2.6326)
H (-2.6433, -2.2771, 2.7543)
H (-0.2291, 1.9107, 1.2002)
H (0.3713, 4.2874, 1.2842)
H (2.0237, 5.0876, 2.9186)
H (3.0679, 3.5053, 4.4846)
H (2.4693, 1.1300, 4.4168)
H (2.9460, -0.0335, 1.2951)
H (4.7234, -1.7172, 1.1422)
C (2.2704, -1.7716, 7.4168)
C (1.3119, -0.6450, 7.0904)
O (0.0045, -0.8977, 7.5403)
C (-0.7651, 0.2234, 7.3372)
C (-2.1848, 0.0518, 7.4703)
C (-3.1212, 1.0306, 7.1391)
C (-2.7554, 2.3478, 6.8076)
C (-3.7133, 3.2549, 6.4727)
N (-5.0159, 2.9940, 6.4140)
C (-5.3645, 1.7423, 6.7050)
C (-4.5007, 0.7518, 7.0709)
O (-0.2774, 1.3005, 7.0098)
H (3.1959, -1.7021, 6.8463)
H (2.5302, -1.7744, 8.4745)
H (1.8150, -2.7362, 7.2005)
H (1.6340, 0.3066, 7.5365)
H (1.2226, -0.4788, 6.0074)
H (-2.5287, -0.9117, 7.7963)
H (-1.7142, 2.6184, 6.8109)
H (-3.4256, 4.2658, 6.2340)
H (-6.4196, 1.5272, 6.6436)
H (-4.8514, -0.2493, 7.2578)

LUMO level in hartree: -0.114
Orbital gap in eV: 2.026
E in eV: -37129.9318

(2)
Entry from OMol25: a molecular structure, C22H26ClNPVY (ωB97M-V with the def2-TZVPD basis set).

Cartesian coordinates (Å):
Y (-0.3244, 0.1653, -4.9454)
Cl (0.4571, -1.5527, -3.0778)
C (1.7255, 1.1483, -5.3171)
C (-1.3700, -1.2626, -6.4470)
H (1.7916, 1.5585, -6.3359)
H (1.8948, 1.9928, -4.6300)
H (2.5779, 0.4673, -5.1882)
H (-1.3270, -0.8478, -7.4666)
H (-2.4372, -1.4020, -6.2100)
H (-0.9250, -2.2676, -6.4907)
V (-0.9315, -0.0911, -1.9036)
C (-2.4655, -1.1068, -1.2414)
C (-1.5724, 1.1489, -3.0663)
H (-3.3852, -0.7121, -1.7094)
H (-2.3389, -2.1568, -1.5718)
H (-2.5377, -1.0740, -0.1417)
H (-2.5410, 1.0277, -3.6023)
H (-1.2103, 2.1610, -3.3049)
N (-0.1835, 0.6872, -0.5882)
P (0.2974, 0.3564, 0.9494)
C (-1.0711, -0.4141, 1.8441)
C (-2.2137, 0.3717, 2.0825)
C (-3.3093, -0.1784, 2.7406)
C (-3.2675, -1.5085, 3.1811)
C (-2.1215, -2.2814, 2.9610)
C (-1.0161, -1.7379, 2.3028)
C (1.6959, -0.7738, 0.9598)
C (2.8808, -0.4836, 1.6591)
C (3.9362, -1.3974, 1.6497)
C (3.8478, -2.5780, 0.9032)
C (2.6862, -2.8455, 0.1690)
C (1.6057, -1.9720, 0.2262)
C (0.6460, 1.7749, 1.9856)
C (0.8618, 1.5492, 3.3619)
C (0.9316, 2.6253, 4.2455)
C (0.8030, 3.9333, 3.7615)
C (0.6042, 4.1581, 2.3923)
C (0.5305, 3.0862, 1.4989)
H (-2.2381, 1.4158, 1.7591)
H (-4.1965, 0.4313, 2.9092)
H (-4.1284, -1.9377, 3.6927)
H (-2.0850, -3.3161, 3.3011)
H (-0.1168, -2.3375, 2.1584)
H (2.9716, 0.4506, 2.2142)
H (4.8371, -1.1869, 2.2242)
H (4.6762, -3.2833, 0.8893)
H (2.6227, -3.7450, -0.4398)
H (0.6859, -2.2233, -0.3113)
H (0.9406, 0.5292, 3.7441)
H (1.0809, 2.4359, 5.3098)
H (0.8577, 4.7718, 4.4566)
H (0.5009, 5.1777, 2.0244)
H (0.3657, 3.2495, 0.4323)

LUMO level (alpha / beta) in hartree: 0.171 / 0.171
Spin multiplicity: 4
Orbital gap (alpha / beta) in eV: 2.911 / 6.591
E in eV: -73263.9098
Net charge: -2

(3)
Entry from OMol25: CHClF2 in the gas phase (ωB97M-V with the def2-TZVPD basis set).

Cartesian coordinates (Å):
C (-0.2532, -0.5591, 0.2912)
H (0.3261, -1.2012, 0.8613)
F (-0.8215, -0.9529, -0.8317)
F (-1.1196, -0.0097, 1.0485)
Cl (1.0978, 0.7776, -0.2682)

LUMO level in hartree: 0.031
SMILES: FC(F)Cl
Orbital gap in eV: 12.271
E in eV: -19010.1160
ΔE to the lowest compared entry with this formula, charge and spin in eV: 0.318

(4)
Entry from OMol25: C4H5NO2S in the gas phase (ωB97M-V with the def2-TZVPD basis set).

Cartesian coordinates (Å):
C (-0.2277, 0.0091, -0.3849)
C (2.4900, -0.5988, 0.2169)
C (-1.5061, -0.6791, -0.0854)
C (-2.5682, -0.0677, 0.4165)
H (1.6767, 1.5569, -0.1833)
H (3.2886, -1.3488, 0.2128)
H (-1.5339, -1.7511, -0.2852)
H (-3.5153, -0.6281, 0.5762)
H (-2.5467, 0.9748, 0.6501)
N (-0.2236, 1.2887, -0.4764)
O (0.9467, 1.9276, -0.7504)
O (2.5941, 0.4496, 0.8217)
S (1.1253, -1.1330, -0.7286)

LUMO level in hartree: -0.002
SMILES: C=C/C(=N/O)SC=O
Orbital gap in eV: 9.365
E in eV: -20646.4533
ΔE to the lowest compared entry with this formula, charge and spin in eV: 3.726

(5)
Entry from OMol25: 2 unconnected molecules or ions with the total composition C3H10OS2 (ωB97M-V with the def2-TZVPD basis set).

Cartesian coordinates (Å):
C (2.4333, -0.8100, -4.4434)
S (3.7687, -1.5243, -3.2836)
S (4.0401, -3.4825, -3.5046)
H (1.7089, -0.2459, -3.9360)
H (1.9150, -1.6299, -4.9931)
H (2.7218, -0.1098, -5.2753)
H (3.8519, -3.8152, -4.7683)
C (-2.7037, 1.4584, 3.0670)
O (-2.0617, 2.6479, 2.7094)
C (-1.7791, 0.4793, 3.7489)
H (-3.5635, 1.6667, 3.7940)
H (-2.9964, 0.9949, 2.0256)
H (-2.5718, 3.3681, 3.1388)
H (-1.1998, 0.0501, 2.9123)
H (-1.1681, 1.1033, 4.4422)
H (-2.3956, -0.1513, 4.3661)

LUMO level in hartree: 0.024
SMILES: CCO.CSS
Orbital gap in eV: 8.853
E in eV: -26989.3594
ΔE to the lowest compared entry with this formula, charge and spin in eV: 1.931

(6)
Entry from OMol25: C4H4N2O in the gas phase (ωB97M-V with the def2-TZVPD basis set).

Cartesian coordinates (Å):
N (2.3742, 0.2572, 0.0196)
C (1.1132, 0.0620, 0.0061)
C (0.3490, -1.3345, -0.0111)
N (-0.9253, -1.5284, -0.0193)
C (-1.6480, -0.3076, -0.0108)
C (-1.0538, 0.8916, -0.0006)
O (0.2755, 1.1402, 0.0035)
H (2.6116, 1.2677, 0.0286)
H (1.2373, -1.9328, -0.0118)
H (-2.7350, -0.3345, -0.0110)
H (-1.5988, 1.8193, 0.0068)

LUMO level in hartree: -0.001
SMILES: [H]/N=c1/cncco1
Orbital gap in eV: 9.092
E in eV: -9238.4686
ΔE to the lowest compared entry with this formula, charge and spin in eV: 2.019